C13H16BF3NO6PdS | ωB97M-V/def2-TZVPD

```
! wB97M-V def2-TZVPD RIJCOSX def2/J DEFGRID3
* xyz -1 1
Pd -0.75 -0.82 1.33
O 0.74 0.32 0.77
C 0.73 1.41 1.50
O -0.07 1.68 2.38
C 1.85 2.35 1.12
C 2.72 2.07 0.07
C 3.72 2.97 -0.26
C 3.87 4.15 0.46
C 3.00 4.43 1.51
C 1.99 3.53 1.84
H 2.60 1.14 -0.47
H 4.40 2.75 -1.07
H 4.66 4.84 0.21
H 3.12 5.34 2.08
H 1.30 3.73 2.65
B 2.36 -4.07 2.64
C 1.32 -2.96 2.23
N 0.55 -2.16 1.92
H 1.74 -5.01 3.09
H 3.09 -3.58 3.48
H 2.97 -4.38 1.64
F -4.87 -1.71 -0.46
C -4.10 -2.16 0.54
F -4.83 -2.97 1.31
F -3.10 -2.86 0.01
S -3.48 -0.75 1.54
O -4.64 -0.20 2.15
O -2.74 0.10 0.58
O -2.49 -1.41 2.43
C -1.27 0.47 -3.40
C -1.37 -1.01 -3.79
C -1.57 -1.65 -2.43
O -0.69 -0.94 -1.57
C -0.61 0.42 -2.02
H -2.27 0.90 -3.32
H -0.70 1.07 -4.11
H -0.43 -1.35 -4.23
H -2.18 -1.21 -4.49
H -1.32 -2.70 -2.38
H -2.61 -1.52 -2.11
H 0.45 0.69 -2.05
H -1.11 1.07 -1.30
*
```

Properties
LUMO energy in eV: 1.995
HOMO energy in hartree: -0.2460
Max |F| in eV Å⁻¹: 0.75
Relative energy (zero: lowest compared OMol25 entry of this formula, charge and spin) in kcal/mol: 15.2
Molar mass in g mol⁻¹: 488.56

Need the Mulliken charges? In units of e they are:
1 Pd 1.370
2 O -0.690
3 C 0.548
4 O -0.665
5 C 0.443
6 C -0.269
7 C -0.726
8 C -0.326
9 C -0.517
10 C -0.344
11 H 0.355
12 H 0.375
13 H 0.369
14 H 0.375
15 H 0.429
16 B 0.069
17 C 0.009
18 N -0.771
19 H -0.131
20 H -0.130
21 H -0.127
22 F -0.239
23 C 0.693
24 F -0.234
25 F -0.219
26 S 1.369
27 O -0.593
28 O -0.692
29 O -0.755
30 C -0.707
31 C -0.568
32 C -0.379
33 O -0.175
34 C -0.044
35 H 0.244
36 H 0.366
37 H 0.282
38 H 0.339
39 H 0.316
40 H 0.060
41 H 0.126
42 H 0.164